[1]
Here is 2 unconnected molecules or ions with the total composition C10H16O at a distorted geometry from the Open Molecules 2025 dataset. Energies are from ωB97M-V with the def2-TZVPD basis set.

Properties
* max |F|: 5.6 eV/Å
* E_HOMO: -8.41 eV
* energy relative to the best compared isomer or geometry (same formula, charge and spin): 82.5 kcal/mol
* SMILES: CCc1ccc(O)cc1.CC

CARTESIAN COORDINATES (ANGSTROEM)
C: -0.02 3.45 -2.04
C: 1.48 3.19 -2.14
H: -0.29 4.38 -2.22
H: -0.61 2.67 -2.55
H: -0.14 3.53 -0.97
H: 1.64 2.52 -3.00
H: 1.69 2.48 -1.34
H: 2.14 3.99 -1.91
C: -1.93 -0.55 1.04
C: -2.73 -0.87 2.33
C: -0.67 -1.13 0.74
C: -0.25 -1.11 -0.60
C: 0.23 -1.60 1.72
C: 0.99 -1.62 -1.02
C: 1.41 -2.23 1.41
C: 1.80 -2.13 0.06
O: 3.10 -2.75 -0.16
H: -2.75 -0.63 0.33
H: -1.79 0.51 1.14
H: -3.63 -0.27 2.51
H: -1.08 -0.91 -1.25
H: -0.31 -1.95 2.77
H: 1.35 -1.42 -1.96
H: 1.96 -2.73 2.16
H: 3.63 -2.34 -0.87
H: -2.06 -0.58 3.33
H: -3.18 -1.91 2.46

=====

[2]
Here is 26 unconnected molecules or ions with the total composition C3H57O26 at a distorted geometry from the Open Molecules 2025 dataset. Energies are from ωB97M-V with the def2-TZVPD basis set.

Properties
* max |F|: 2.9 eV/Å
* E_HOMO: -5.61 eV
* net charge: -1
* energy relative to the best compared isomer or geometry (same formula, charge and spin): 35.4 kcal/mol

CARTESIAN COORDINATES (ANGSTROEM)
C: 15.52 -1.08 -13.36
C: 15.43 -2.24 -14.33
C: 14.48 -3.34 -13.93
O: 15.16 -1.73 -15.65
H: 14.51 -0.60 -13.39
H: 16.30 -0.38 -13.65
H: 15.72 -1.47 -12.40
H: 16.39 -2.72 -14.40
H: 14.46 -4.09 -14.72
H: 13.48 -3.01 -13.76
H: 14.74 -3.79 -13.03
O: 11.03 -4.07 -14.07
H: 10.82 -3.90 -13.17
H: 11.61 -4.85 -13.89
O: 18.27 -2.84 -12.63
H: 19.01 -2.86 -12.02
H: 18.63 -2.34 -13.38
O: 11.11 -2.54 -16.26
H: 11.75 -1.84 -15.96
H: 11.08 -3.17 -15.50
O: 12.80 -6.15 -13.76
H: 12.91 -6.08 -14.72
H: 13.70 -6.04 -13.43
O: 13.41 -4.87 -11.22
H: 13.22 -5.78 -11.34
H: 14.34 -4.70 -11.41
O: 17.26 -1.74 -10.44
H: 16.38 -1.42 -10.37
H: 17.31 -2.15 -11.28
O: 17.85 0.96 -11.31
H: 17.34 1.76 -11.18
H: 17.45 0.13 -11.08
O: 14.53 1.62 -11.89
H: 14.90 1.72 -12.74
H: 14.80 2.46 -11.55
O: 13.48 2.11 -14.73
H: 13.40 1.22 -14.42
H: 14.42 2.28 -14.59
O: 16.07 2.01 -14.30
H: 16.84 2.60 -14.29
H: 16.40 1.42 -15.02
O: 16.03 -6.39 -15.57
H: 16.86 -6.93 -15.62
H: 16.25 -6.02 -14.70
O: 12.83 -5.69 -16.27
H: 11.91 -5.36 -16.43
H: 12.84 -6.54 -16.69
O: 15.20 -7.05 -12.63
H: 15.80 -7.76 -12.83
H: 15.77 -6.32 -12.44
O: 18.96 0.18 -13.84
H: 18.40 -0.04 -14.56
H: 18.54 0.50 -13.06
O: 17.29 -5.20 -13.48
H: 17.49 -4.31 -13.29
H: 17.80 -5.70 -12.85
O: 11.37 -1.36 -12.54
H: 11.46 -0.43 -12.36
H: 11.87 -1.78 -11.87
O: 13.79 -3.06 -17.39
H: 14.12 -2.63 -16.63
H: 13.44 -3.88 -17.03
O: 17.11 0.08 -15.85
H: 16.58 -0.71 -15.68
H: 17.67 -0.12 -16.62
O: 14.81 -0.43 -10.17
H: 14.09 -1.00 -10.33
H: 14.75 0.18 -10.88
O: 19.02 -2.27 -15.40
H: 18.34 -2.90 -15.57
H: 19.72 -2.75 -14.96
O: 15.97 -4.35 -10.63
H: 16.23 -3.47 -10.40
H: 16.76 -4.91 -10.62
O: 16.89 -3.59 -16.53
H: 16.49 -4.11 -17.21
H: 16.21 -3.13 -16.05
O: 11.91 1.16 -11.83
H: 12.84 1.36 -11.88
H: 11.87 1.13 -10.83
O: 14.69 -0.06 -17.63
H: 13.73 -0.05 -17.61
H: 15.02 -0.65 -16.97
O: 12.47 -0.48 -14.99
H: 11.94 -0.93 -14.33
H: 13.19 -1.14 -14.90

=====

[3]
Here is a molecular structure, C31H34ClFeNOP at a distorted geometry from the Open Molecules 2025 dataset. Energies are from ωB97M-V with the def2-TZVPD basis set.

Properties
* spin multiplicity: 2
* <S²>: 0.889
* max |F|: 1.8 eV/Å
* E_HOMO (spin up / spin down): -14.78 / -14.75 eV
* net charge: +2
* energy relative to the best compared isomer or geometry (same formula, charge and spin): 20.4 kcal/mol

CARTESIAN COORDINATES (ANGSTROEM)
Fe: 0.23 0.32 0.27
C: -2.55 -0.20 2.67
C: -1.68 0.68 1.81
C: -2.09 1.01 0.51
C: -3.37 0.44 -0.06
C: -1.37 1.93 -0.24
C: -1.77 2.23 -1.67
C: -0.28 2.60 0.33
C: 0.38 3.72 -0.41
C: 0.18 2.23 1.61
C: 1.41 2.89 2.17
C: -0.56 1.31 2.38
C: -0.31 1.15 3.85
H: -3.32 0.41 3.14
H: -1.99 -0.68 3.46
H: -3.05 -0.98 2.10
H: -4.07 0.18 0.73
H: -3.19 -0.46 -0.65
H: -3.86 1.17 -0.70
H: -2.45 3.08 -1.73
H: -2.27 1.38 -2.13
H: -0.89 2.47 -2.27
H: 1.22 3.37 -1.02
H: 0.77 4.47 0.28
H: -0.32 4.22 -1.07
H: 1.15 3.78 2.74
H: 2.08 3.19 1.37
H: 1.96 2.23 2.82
H: -1.19 1.52 4.39
H: 0.54 1.74 4.19
H: -0.18 0.11 4.16
O: -1.05 -0.70 -1.62
N: -0.16 -1.36 -0.79
C: 0.59 -2.20 -1.40
C: 1.64 -2.95 -0.73
C: 2.15 -4.06 -1.39
C: 3.11 -4.84 -0.77
C: 3.55 -4.51 0.50
C: 3.06 -3.38 1.15
C: 2.10 -2.58 0.53
P: 1.51 -1.21 1.54
C: 0.57 -2.06 2.80
C: 1.09 -2.25 4.09
C: 0.41 -3.05 4.99
C: -0.77 -3.68 4.61
C: -1.27 -3.52 3.33
C: -0.61 -2.70 2.42
C: 2.97 -0.42 2.18
C: 4.09 -0.37 1.35
C: 5.25 0.27 1.77
C: 5.29 0.86 3.03
C: 4.19 0.82 3.86
C: 3.02 0.19 3.43
H: -0.96 -0.84 -2.57
H: 0.41 -2.37 -2.46
H: 1.78 -4.31 -2.37
H: 3.50 -5.71 -1.27
H: 4.30 -5.12 1.00
H: 3.43 -3.13 2.13
H: 2.03 -1.81 4.38
H: 0.82 -3.20 5.98
H: -1.28 -4.32 5.32
H: -2.18 -4.03 3.03
H: -1.01 -2.60 1.42
H: 4.07 -0.81 0.36
H: 6.11 0.30 1.11
H: 6.20 1.35 3.36
H: 4.22 1.27 4.84
H: 2.17 0.17 4.10
Cl: 2.04 0.86 -0.80

=====

[4]
Here is a molecular structure, CH5O2 at a distorted geometry from the Open Molecules 2025 dataset. Energies are from ωB97M-V with the def2-TZVPD basis set.

Properties
* max |F|: 2.0 eV/Å
* E_HOMO: -3.08 eV
* net charge: -1
* energy relative to the best compared isomer or geometry (same formula, charge and spin): 6.0 kcal/mol

CARTESIAN COORDINATES (ANGSTROEM)
C: 0.71 0.73 -0.40
O: -0.65 0.64 -0.09
H: 0.81 0.56 -1.48
H: 1.25 1.65 -0.14
H: 1.23 -0.14 0.02
H: -1.29 -1.80 0.24
H: -0.93 -0.26 0.76
O: -1.13 -1.39 1.08